Below is C10H6Cl2CoN2O3Yb as an isolated structure in a non-equilibrium geometry, with properties calculated with ωB97M-V/def2-TZVPD.

CARTESIAN COORDINATES (ANGSTROEM)
Yb -3.54 -2.32 -0.65
Co -1.14 -0.55 -0.65
Cl -1.22 -2.74 0.06
Cl -3.46 0.05 -1.06
C -0.86 0.69 -1.89
C -4.81 -4.60 0.03
C -5.97 -2.80 -1.06
O -0.95 1.54 -2.69
O -5.56 -5.46 0.18
O -7.07 -3.13 -1.11
N 2.69 -0.67 0.91
C 1.47 -1.12 0.49
N 0.71 -0.11 0.09
C 1.46 1.08 0.20
C 1.10 2.43 0.02
C 2.07 3.39 0.36
C 3.36 3.03 0.83
C 3.68 1.68 1.04
C 2.71 0.73 0.75
H 3.45 -1.23 1.28
H 1.18 -2.14 0.59
H 0.10 2.75 -0.37
H 1.83 4.43 0.21
H 4.13 3.76 1.04
H 4.65 1.32 1.39

Its HOMO energy (alpha / beta) is -22.460 / -22.443 eV. Its charge is +4. The value obtained for the energy relative to the best compared isomer or geometry (same formula, charge and spin) is 0.0 kJ/mol. For the HOMO-LUMO gap (alpha / beta), the calculation gives 0.2723 / 0.2030 Eh. As for the multiplicity: 6.

Below is a 2-piece molecular cluster, C9H13NO overall in a non-equilibrium geometry, with properties calculated with ωB97M-V/def2-TZVPD.

CARTESIAN COORDINATES (ANGSTROEM)
C -1.37 2.02 -3.03
C -1.59 1.41 -1.68
C -2.27 2.03 -0.60
C -2.25 1.28 0.55
C -1.54 0.03 0.82
C -0.85 -0.50 -0.23
C -1.00 0.17 -1.57
H -2.05 1.81 -3.78
H -0.65 1.46 -3.60
H -1.10 3.00 -2.94
H -2.54 2.96 -0.70
H -2.82 1.72 1.33
H -1.56 -0.42 1.82
H -0.16 -1.40 -0.22
H -0.70 -0.49 -2.30
C 1.42 -1.80 2.28
C 2.52 -1.34 1.42
N 2.73 -2.09 0.24
O 3.18 -0.39 1.71
H 1.48 -1.17 3.18
H 1.28 -2.81 2.49
H 0.40 -1.67 1.69
H 3.50 -2.11 -0.33
H 2.00 -2.88 0.24

Its HOMO energy is -8.866 eV. The value obtained for the energy relative to the best compared isomer or geometry (same formula, charge and spin) is 243.9 kJ/mol. For the HOMO-LUMO gap, the calculation gives 0.3540 Eh. As for the SMILES: Cc1ccccc1.CC(N)=O.

Below is an isolated molecule of C5H11NO in a non-equilibrium geometry, with properties calculated with ωB97M-V/def2-TZVPD.

CARTESIAN COORDINATES (ANGSTROEM)
C -2.18 -0.64 -0.85
C -1.28 0.46 -0.27
C 0.09 -0.05 0.23
C 0.35 0.59 1.60
O 0.96 0.04 2.46
N 1.27 0.21 -0.62
C 1.03 -0.39 -1.96
H -2.41 -1.44 -0.16
H -3.14 -0.11 -0.98
H -1.78 -0.97 -1.80
H -1.05 1.28 -0.96
H -1.84 0.99 0.51
H 0.07 -1.12 0.50
H -0.11 1.58 1.75
H 1.93 -0.45 -0.20
H 1.96 -0.28 -2.51
H 0.70 -1.43 -2.02
H 0.30 0.22 -2.49

Its HOMO energy is -9.429 eV. The value obtained for the energy relative to the best compared isomer or geometry (same formula, charge and spin) is 176.1 kJ/mol. For the HOMO-LUMO gap, the calculation gives 0.3837 Eh. As for the SMILES: CC[C@H](C=O)NC.

Below is C5H32B3CrO5 as an isolated structure in a non-equilibrium geometry, with properties calculated with ωB97M-V/def2-TZVPD.

CARTESIAN COORDINATES (ANGSTROEM)
Cr -0.12 1.43 -0.42
B -0.84 3.44 0.41
H -0.56 3.69 1.51
H -1.52 2.55 0.31
H -1.32 4.36 -0.09
H 0.10 3.19 -0.18
B -0.65 -0.60 0.05
H -0.99 -1.63 0.43
H 0.47 -0.49 0.04
H -1.03 -0.37 -0.99
H -1.08 0.21 0.72
B 1.41 1.66 -1.86
H 0.72 2.56 -1.97
H 1.82 1.65 -0.81
H 0.77 0.74 -1.97
H 2.23 1.62 -2.65
C 2.15 2.15 1.64
O 0.97 1.34 1.46
H 2.86 2.16 0.81
H 1.83 3.19 1.77
H 2.67 1.84 2.54
H 0.64 1.18 2.35
C -2.48 -1.73 3.60
O -1.72 -1.62 4.79
H -2.67 -0.80 3.07
H -1.86 -2.34 2.93
H -3.39 -2.32 3.78
H -2.27 -1.28 5.50
C 0.04 -3.75 -2.06
O -0.20 -3.84 -0.65
H 1.04 -4.11 -2.29
H -0.75 -4.27 -2.60
H -0.03 -2.70 -2.35
H -0.48 -2.97 -0.35
C 3.22 -2.05 -0.42
O 4.29 -2.48 -1.24
H 3.61 -1.59 0.48
H 2.51 -1.36 -0.89
H 2.63 -2.92 -0.13
H 4.03 -2.54 -2.16
C -2.92 1.22 -1.97
O -1.61 1.78 -1.97
H -3.12 0.56 -2.81
H -3.02 0.58 -1.09
H -3.69 1.98 -1.84
H -1.67 2.65 -2.39

Its HOMO energy (alpha / beta) is -9.907 / -9.911 eV. The value obtained for the energy relative to the best compared isomer or geometry (same formula, charge and spin) is 0.0 kJ/mol. For the HOMO-LUMO gap (alpha / beta), the calculation gives 0.2948 / 0.3538 Eh. As for the multiplicity: 4.

Below is C36H28N5O8P2RhSSe2 as an isolated structure in a non-equilibrium geometry, with properties calculated with ωB97M-V/def2-TZVPD.

CARTESIAN COORDINATES (ANGSTROEM)
Rh -2.35 1.30 -1.57
Se 3.40 2.44 2.65
P 2.61 0.70 1.72
C 3.83 -0.02 0.60
C 3.67 -0.04 -0.78
C 4.68 -0.53 -1.60
C 5.87 -0.98 -1.04
C 6.05 -0.92 0.33
C 5.05 -0.44 1.15
C 2.31 -0.54 3.01
C 2.76 -1.86 2.93
C 2.64 -2.71 4.01
C 2.08 -2.25 5.20
C 1.63 -0.94 5.29
C 1.73 -0.09 4.20
C 1.16 1.02 0.71
C -0.11 0.48 0.42
N -0.62 1.31 -0.54
N 0.26 2.25 -0.81
N 1.33 2.09 -0.09
P -1.04 -0.99 0.84
Se -3.45 -0.50 -0.45
C 0.01 -2.44 0.60
C -0.59 -3.69 0.79
C 0.06 -4.85 0.42
C 1.31 -4.79 -0.18
C 1.90 -3.55 -0.41
C 1.25 -2.39 -0.04
C -1.56 -0.85 2.56
C -1.55 -1.92 3.45
C -2.18 -1.81 4.68
C -2.83 -0.63 5.02
C -2.84 0.44 4.14
C -2.23 0.33 2.90
H 2.75 0.33 -1.22
H 4.54 -0.55 -2.67
H 6.65 -1.37 -1.68
H 6.99 -1.25 0.77
H 5.19 -0.36 2.22
H 3.22 -2.22 2.02
H 2.99 -3.73 3.94
H 2.00 -2.91 6.05
H 1.19 -0.57 6.21
H 1.40 0.94 4.27
H -1.59 -3.73 1.21
H -0.42 -5.81 0.57
H 1.81 -5.70 -0.48
H 2.86 -3.49 -0.90
H 1.71 -1.43 -0.24
H -1.02 -2.83 3.19
H -2.16 -2.64 5.37
H -3.32 -0.55 5.98
H -3.35 1.36 4.40
H -2.27 1.16 2.20
O -4.81 0.31 -4.63
C -3.89 0.52 -3.84
O -4.00 1.25 -2.76
C -2.53 -0.04 -4.06
C -2.16 -0.71 -5.21
C -0.86 -1.12 -5.40
C 0.09 -0.80 -4.37
C -0.32 -0.13 -3.26
N -1.61 0.23 -3.05
H -2.94 -0.88 -5.95
H -0.54 -1.64 -6.30
H 1.14 -1.06 -4.47
H 0.39 0.14 -2.49
O -4.38 4.30 0.80
S -4.27 3.32 -0.24
O -3.83 4.05 -1.61
O -3.13 2.36 0.03
O -5.48 2.61 -0.54
O -1.76 4.45 -0.58
C -2.37 4.21 -1.73
C -2.10 5.44 -2.69
C -1.79 4.82 -4.03
C -1.51 3.34 -3.73
O -1.05 2.58 -4.57
N -1.86 3.06 -2.46
H -1.26 5.98 -2.26
H -3.00 6.06 -2.66
H -0.91 5.25 -4.51
H -2.63 4.86 -4.72

Its HOMO energy (alpha / beta) is 0.635 / -3.039 eV. Its charge is -2. The value obtained for the energy relative to the best compared isomer or geometry (same formula, charge and spin) is 389.5 kJ/mol. For the HOMO-LUMO gap (alpha / beta), the calculation gives 0.1116 / 0.2171 Eh. As for the multiplicity: 5.

Below is a 11-piece molecular cluster, C44H110BN10O18 overall in a non-equilibrium geometry, with properties calculated with ωB97M-V/def2-TZVPD.

CARTESIAN COORDINATES (ANGSTROEM)
O -1.68 1.48 0.15
C -0.54 1.02 0.10
O 0.11 0.20 0.88
B 1.46 -0.21 0.39
O 1.52 0.48 -0.95
C 0.42 1.23 -1.15
O 0.09 1.98 -2.12
O 1.64 -1.69 0.36
C 2.69 -2.00 1.11
O 3.07 -3.11 1.52
C 3.30 -0.69 1.66
O 2.64 0.30 1.18
O 4.37 -0.67 2.27
C 3.62 -5.17 -1.96
C 3.35 -6.04 -0.70
C 4.58 -6.00 0.17
O 5.89 -6.29 -0.30
C 5.87 -7.58 -0.96
N 2.27 -5.42 0.00
H 2.86 -5.52 -2.66
H 4.56 -5.39 -2.47
H 3.54 -4.09 -1.94
H 3.15 -7.08 -0.99
H 4.47 -6.68 1.01
H 4.59 -5.00 0.60
H 6.70 -7.71 -1.65
H 5.02 -7.64 -1.64
H 5.77 -8.39 -0.25
H 2.37 -5.64 0.98
H 2.30 -4.42 -0.13
C 1.28 1.74 -5.38
C 1.91 3.12 -4.93
C 0.90 4.31 -5.03
O 0.51 4.61 -6.37
C -0.32 5.80 -6.57
N 2.37 3.00 -3.53
H 2.10 1.04 -5.53
H 0.84 1.70 -6.37
H 0.62 1.37 -4.60
H 2.70 3.33 -5.64
H 1.40 5.17 -4.59
H 0.07 4.10 -4.36
H -1.25 5.56 -6.05
H -0.51 5.99 -7.63
H 0.10 6.70 -6.12
H 2.35 3.94 -3.15
H 1.69 2.50 -2.98
C -6.84 2.74 -2.36
C -6.06 4.01 -2.66
C -5.24 3.93 -4.01
O -4.28 2.88 -4.04
C -3.10 3.02 -3.26
N -7.04 5.10 -2.56
H -7.30 2.70 -1.37
H -6.16 1.90 -2.50
H -7.61 2.51 -3.09
H -5.35 4.28 -1.88
H -4.68 4.85 -4.16
H -5.92 3.79 -4.85
H -2.53 3.86 -3.67
H -2.53 2.10 -3.34
H -3.28 3.25 -2.21
H -7.39 4.93 -1.63
H -7.77 4.86 -3.22
C -3.40 2.73 3.07
C -4.73 3.52 2.99
C -4.73 4.70 1.96
O -6.09 5.18 1.82
C -6.14 6.35 1.11
N -5.81 2.62 2.62
H -2.58 3.41 3.32
H -3.22 2.29 2.09
H -3.33 1.97 3.85
H -5.02 3.78 4.00
H -4.22 4.31 1.08
H -4.08 5.44 2.42
H -7.13 6.51 0.68
H -5.59 6.28 0.17
H -5.68 7.19 1.63
H -5.47 2.03 1.87
H -6.58 3.21 2.32
C -2.26 -5.20 2.39
C -2.18 -3.99 1.44
C -1.28 -2.83 1.93
O -1.72 -2.30 3.17
C -0.79 -1.36 3.80
N -1.75 -4.45 0.15
H -1.30 -5.45 2.83
H -2.58 -6.19 2.08
H -2.82 -4.82 3.25
H -3.23 -3.70 1.40
H -1.19 -2.08 1.14
H -0.28 -3.22 2.08
H 0.19 -1.80 3.98
H -1.24 -0.90 4.67
H -0.57 -0.53 3.12
H -1.35 -3.67 -0.34
H -2.53 -4.78 -0.41
C 6.26 -1.53 -0.57
C 6.71 -0.09 -0.45
C 5.78 0.94 -1.20
O 5.82 2.14 -0.48
C 4.98 3.17 -0.89
N 6.73 0.26 0.95
H 7.10 -2.18 -0.30
H 5.94 -1.73 -1.59
H 5.36 -1.81 -0.02
H 7.71 0.00 -0.85
H 4.73 0.65 -1.16
H 5.96 0.94 -2.27
H 3.91 2.98 -0.81
H 5.20 3.32 -1.95
H 5.19 4.07 -0.31
H 5.92 -0.16 1.38
H 6.45 1.21 0.79
C 3.30 3.80 2.48
C 2.33 4.88 1.92
C 1.05 4.31 1.35
O 0.20 5.31 0.82
C -0.86 4.69 0.12
N 2.11 5.77 3.06
H 2.81 3.13 3.18
H 4.17 4.30 2.91
H 3.63 3.08 1.73
H 2.91 5.34 1.12
H 0.56 3.69 2.11
H 1.34 3.61 0.56
H -1.48 5.52 -0.23
H -1.48 4.08 0.78
H -0.56 4.06 -0.71
H 1.52 5.29 3.73
H 1.59 6.62 2.90
C 3.55 -2.54 5.07
C 3.09 -3.08 6.42
C 1.77 -3.89 6.26
O 0.58 -3.15 6.21
C -0.54 -3.99 6.31
N 4.18 -3.84 6.93
H 4.47 -1.95 5.14
H 2.85 -1.83 4.64
H 3.63 -3.40 4.40
H 2.95 -2.27 7.13
H 1.65 -4.43 7.21
H 1.88 -4.66 5.50
H -0.64 -4.27 7.35
H -0.35 -4.85 5.68
H -1.42 -3.51 5.86
H 4.15 -4.11 7.90
H 5.10 -3.43 6.82
C -0.08 -3.05 -4.89
C 0.60 -3.70 -3.66
C 1.36 -2.60 -2.81
O 2.51 -2.29 -3.70
C 3.17 -1.09 -3.24
N -0.38 -4.49 -2.93
H -1.10 -2.70 -4.71
H -0.10 -3.78 -5.70
H 0.52 -2.21 -5.22
H 1.39 -4.40 -3.93
H 1.70 -3.12 -1.92
H 0.69 -1.76 -2.60
H 4.16 -1.15 -3.69
H 3.47 -1.13 -2.19
H 2.60 -0.19 -3.49
H 0.12 -4.89 -2.15
H -0.52 -5.33 -3.48
C -5.90 -1.38 -0.96
C -5.00 -0.31 -0.31
C -4.41 -0.87 1.01
O -5.44 -1.04 1.92
C -5.04 -1.46 3.22
N -3.98 0.00 -1.28
H -6.34 -1.02 -1.89
H -6.76 -1.51 -0.30
H -5.35 -2.29 -1.22
H -5.54 0.61 -0.12
H -3.69 -0.16 1.42
H -3.82 -1.76 0.79
H -4.31 -0.76 3.63
H -4.49 -2.39 3.28
H -5.93 -1.48 3.85
H -3.50 0.84 -1.00
H -3.41 -0.83 -1.24

Its HOMO energy is -6.679 eV. Its charge is -1. The value obtained for the energy relative to the best compared isomer or geometry (same formula, charge and spin) is 375.0 kJ/mol. For the HOMO-LUMO gap, the calculation gives 0.3171 Eh.

Below is a 2-piece molecular cluster, C2Br2N2P overall in a non-equilibrium geometry, with properties calculated with ωB97M-V/def2-TZVPD.

CARTESIAN COORDINATES (ANGSTROEM)
C 2.12 -0.68 1.23
C -0.79 2.06 1.09
N 1.89 -0.56 2.38
N -1.00 2.83 1.92
P 2.19 -0.64 -0.49
Br -0.65 0.95 -0.32
Br 3.66 0.92 -0.45

Its HOMO energy is -15.522 eV. Its charge is +1. The value obtained for the energy relative to the best compared isomer or geometry (same formula, charge and spin) is 25.6 kJ/mol. For the HOMO-LUMO gap, the calculation gives 0.2384 Eh.

Below is an isolated molecule of C4H4N2O in a non-equilibrium geometry, with properties calculated with ωB97M-V/def2-TZVPD.

CARTESIAN COORDINATES (ANGSTROEM)
N 2.52 -1.31 -0.55
C 1.47 -0.85 -0.20
C 0.47 0.11 0.28
C 0.85 1.13 1.16
O -0.17 2.06 1.05
C -0.81 0.18 -0.27
N -1.44 -0.77 -0.91
H 1.74 1.21 1.53
H -1.24 1.12 0.04
H -1.02 -1.83 -1.10
H -2.37 -1.05 -1.04

Its HOMO energy is -8.879 eV. The value obtained for the energy relative to the best compared isomer or geometry (same formula, charge and spin) is 360.8 kJ/mol. For the HOMO-LUMO gap, the calculation gives 0.3073 Eh. As for the SMILES: N#C/C(C=O)=C\N.

Below is CH8N2P as an isolated structure in a non-equilibrium geometry, with properties calculated with ωB97M-V/def2-TZVPD.

CARTESIAN COORDINATES (ANGSTROEM)
C -0.96 -0.55 -0.34
N 1.13 1.09 -0.41
N -1.51 0.64 0.34
P 0.38 0.15 0.69
H -0.91 -0.47 -1.42
H -1.42 -1.49 -0.03
H 1.14 0.94 -1.42
H 1.84 1.74 -0.10
H 2.45 -2.25 0.96
H -1.76 1.43 -0.26
H -2.26 0.47 1.01
H 1.88 -1.69 0.99

Its HOMO energy is -15.434 eV. Its charge is +1. The value obtained for the energy relative to the best compared isomer or geometry (same formula, charge and spin) is 99.4 kJ/mol. For the HOMO-LUMO gap, the calculation gives 0.4190 Eh.

Below is C25H21N5O4SeTi as an isolated structure, with properties calculated with ωB97M-V/def2-TZVPD.

CARTESIAN COORDINATES (ANGSTROEM)
Ti 0.49 -0.27 -0.34
C 0.42 1.10 2.53
N 0.81 -0.18 1.90
C -0.07 -1.29 2.31
C -1.46 -1.11 1.78
C -2.60 -1.43 2.50
C -3.84 -1.29 1.88
C -3.90 -0.83 0.58
C -2.72 -0.52 -0.08
N -1.54 -0.66 0.52
C 2.22 -0.47 2.19
C 2.81 -1.48 1.25
C 3.90 -2.26 1.61
C 4.46 -3.10 0.65
C 3.90 -3.13 -0.62
C 2.80 -2.34 -0.89
N 2.28 -1.52 0.03
C -0.49 1.95 1.68
C -1.17 3.02 2.24
C -1.92 3.84 1.42
C -1.96 3.57 0.06
C -1.26 2.48 -0.42
N -0.54 1.69 0.37
H 1.32 1.68 2.71
H -0.05 0.92 3.51
H -0.07 -1.40 3.40
H 0.35 -2.21 1.88
H -2.52 -1.79 3.52
H -4.74 -1.54 2.42
H -4.84 -0.71 0.07
H -2.71 -0.13 -1.09
H 2.36 -0.79 3.24
H 2.78 0.46 2.04
H 4.30 -2.22 2.61
H 5.31 -3.71 0.89
H 4.30 -3.76 -1.40
H 2.30 -2.35 -1.85
H -1.11 3.19 3.31
H -2.46 4.68 1.83
H -2.53 4.17 -0.63
H -1.32 2.23 -1.48
O -1.11 -3.04 -2.76
C -0.59 -2.06 -2.29
O -0.06 -2.00 -1.07
C -0.43 -0.73 -2.95
C -0.97 -0.27 -4.09
C -0.87 1.16 -4.44
C 0.23 1.86 -3.72
C 0.75 1.34 -2.60
N 0.28 0.12 -2.12
C 1.73 1.91 -1.62
O 2.32 2.96 -1.75
O 1.86 1.11 -0.57
H -1.55 -0.93 -4.73
H -0.81 1.32 -5.52
H 0.56 2.83 -4.08
Se -2.63 1.94 -3.83

Its HOMO energy is -6.031 eV. The value obtained for the energy relative to the best compared isomer or geometry (same formula, charge and spin) is 180.3 kJ/mol. For the HOMO-LUMO gap, the calculation gives 0.2027 Eh.

Below is CH2N2P2 as an isolated structure in a non-equilibrium geometry, with properties calculated with ωB97M-V/def2-TZVPD.

CARTESIAN COORDINATES (ANGSTROEM)
C 0.56 0.66 0.32
N -0.56 1.26 0.14
N -1.05 -1.14 -0.42
P -1.87 0.24 -0.22
P 0.45 -1.15 0.26
H 1.28 1.43 0.73
H 1.18 -1.30 -0.80

Its HOMO energy is -9.566 eV. The value obtained for the energy relative to the best compared isomer or geometry (same formula, charge and spin) is 108.4 kJ/mol. For the HOMO-LUMO gap, the calculation gives 0.3208 Eh.

no.,energy (eV)
1,-113745.669
2,-13079.544
3,-8899.872
4,-46383.956
5,-224730.883
6,-99844.032
7,-154416.481
8,-9236.748
9,-13427.952
10,-130371.380
11,-22625.834